# 1
# C12H10F3N3O2S

A structure of composition C12H10F3N3O2S (ωB97M-V with the def2-TZVPD basis set, the Open Molecules 2025 dataset).

```
31
Properties=species:S:1:pos:R:3:forces:R:3:mulliken_charge:R:1
S 2.52574 0.21053 3.64615 1.03 -1.20 7.22 -0.123
F 1.91523 0.56714 6.62419 0.75 -2.17 -1.71 -0.256
F 0.90796 -1.20391 5.78297 1.58 0.59 0.18 -0.237
F 3.08600 -1.29273 6.05710 -0.75 0.77 0.10 -0.189
O -0.86341 -3.88472 2.58210 4.21 0.47 -1.34 -0.430
O 3.20834 -2.45982 2.59266 -0.10 -3.19 -0.29 -0.207
N 1.45869 -4.40935 2.05784 -0.23 2.26 -0.17 -0.348
N -0.18291 -0.29079 0.24221 -0.59 0.25 0.90 -0.015
N 2.18800 -0.43297 -1.12182 0.20 0.41 6.36 -0.596
C 2.07007 -0.40027 0.08756 -0.59 -0.08 -5.29 -0.120
C -1.50967 1.43422 -0.69968 0.52 0.15 0.47 -0.726
C -2.52303 0.52004 -0.98035 -0.21 -0.66 0.31 -0.213
C 2.36294 -3.22490 2.83558 0.01 1.37 1.71 0.213
C 1.89147 -0.71049 1.56503 1.65 -0.60 -3.27 0.119
C -0.35495 0.99932 -0.04062 -1.19 -0.51 -0.88 -0.072
C -1.12656 -1.18746 0.07462 -2.01 0.98 -1.32 -0.089
C -0.12174 -0.84950 3.22518 2.19 -0.39 0.68 -0.862
C 0.30037 -4.02905 2.25633 -3.32 -2.02 1.06 0.652
C -2.35940 -0.80214 -0.53063 0.61 -0.13 0.45 -0.715
C 2.07836 -0.50350 5.71355 -0.50 2.16 -0.93 0.565
C 1.04599 -0.13653 2.82424 0.51 2.87 -2.93 0.585
H 3.03031 -0.36770 1.83239 -2.21 -1.95 -0.46 0.458
H -3.15832 -1.54200 -0.54556 0.10 0.25 -0.41 0.401
H -3.44723 0.83267 -1.50050 0.64 -0.22 0.45 0.353
H 0.90517 1.01839 2.66726 -1.22 -1.94 -0.76 0.187
H 1.54484 -1.84498 1.44102 1.29 2.89 0.49 -0.281
H 0.46094 1.68590 0.19381 -0.17 -0.20 -0.05 0.351
H -0.90832 -0.83641 2.53522 -1.20 -0.27 -0.46 0.455
H -1.59701 2.49314 -0.91034 -0.16 -0.09 -0.23 0.364
H -0.07952 -1.24616 4.21304 -0.96 -0.18 0.14 0.555
H -0.97117 -2.22636 0.38476 0.11 0.40 -0.03 0.221
```
Positions in Å, forces in eV/Å.

## Properties
HOMO level   -7.668 eV
Gap between HOMO and LUMO   4.722 eV
M   317.29 g/mol
ΔE to the lowest compared entry with this formula, charge and spin   1163.88 kJ/mol
LUMO   -2.9 eV
2S+1   1
Total energy   -1475.3710 Eh
F_max   7.39 eV Å⁻¹


# 2
# C12H20N5O2ScSe

A structure of composition C12H20N5O2ScSe (ωB97M-V with the def2-TZVPD basis set, the Open Molecules 2025 dataset).

```
41
Properties=species:S:1:pos:R:3:forces:R:3:mulliken_charge:R:1
Se 0.27392 3.25932 0.32898 0.69 -0.23 -0.08 0.318
Sc 0.75248 -0.28797 -0.32262 -0.97 -0.35 2.26 0.796
O -0.40411 -0.82492 -3.52327 -0.11 -0.20 0.11 -0.283
O 1.24778 -0.27023 -2.13145 1.06 0.03 -2.61 -0.600
N -1.27453 3.96745 0.10706 -0.71 0.32 0.02 -0.645
N -0.00442 -2.37418 0.43259 0.29 -0.02 0.24 -0.351
N -0.32367 1.58689 -0.01171 -0.76 0.11 -0.08 -0.337
N 3.03214 -0.02554 0.11413 0.09 -0.18 -0.05 -0.445
N 1.01505 -0.19740 2.04124 0.00 -0.06 0.38 -0.037
C 0.03408 -0.65552 -2.33604 0.05 0.18 0.32 0.548
C -3.86592 0.91321 -0.69932 0.32 -0.24 0.03 -0.765
C 0.47803 -0.64807 -4.67084 0.22 0.16 -0.21 -0.664
C -1.65233 1.68254 -0.23594 0.31 0.28 0.19 1.226
C 3.38243 -0.65195 1.41566 -0.18 0.10 0.17 -0.496
C 0.25823 -1.32919 2.63873 0.05 -0.25 -0.10 -0.750
C -2.55095 0.61726 -0.48468 -0.22 0.01 -0.06 -0.169
C -4.36546 2.24670 -0.66305 -0.04 0.33 0.04 -0.607
C 2.43503 -0.11202 2.48122 0.16 -0.16 -0.27 -0.768
C 0.44242 -2.60656 1.83712 -0.01 0.15 0.15 -0.596
C -3.54937 3.29626 -0.39339 -0.31 -0.04 -0.07 -0.668
C -2.17036 3.03574 -0.16869 0.42 -0.16 0.00 0.353
H -0.02805 -1.11421 -5.50733 -0.07 -0.03 0.06 0.258
H 0.55703 -1.50370 3.67431 -0.03 0.05 0.02 0.415
H -2.20243 -0.40367 -0.52099 0.00 -0.09 -0.09 0.396
H 2.67652 0.93858 2.65092 -0.06 0.01 0.07 0.436
H 4.41060 -0.43731 1.70690 0.03 -0.06 -0.04 0.446
H -4.55742 0.10675 -0.90581 -0.01 0.01 0.02 0.438
H 1.43966 -1.11788 -4.48691 -0.03 -0.03 0.04 0.312
H -0.80162 -1.06396 2.64090 0.01 0.06 0.02 0.395
H 3.34620 0.94266 0.13174 -0.05 0.10 -0.06 0.247
H 0.30246 -3.15899 -0.13841 0.01 0.03 -0.12 0.294
H 0.61121 0.41480 -4.85804 -0.02 0.00 0.06 0.310
H 2.58988 -0.64469 3.42068 0.00 0.06 0.04 0.297
H 3.58729 -0.45073 -0.62583 -0.01 0.01 -0.08 0.294
H 1.49046 -2.90405 1.82368 -0.01 -0.04 -0.03 0.257
H -1.01910 -2.45002 0.41334 -0.08 0.15 -0.12 0.247
H 0.56254 0.64197 2.38809 -0.05 0.04 -0.11 0.285
H -3.90538 4.31563 -0.33801 0.00 -0.01 -0.02 0.486
H 3.28746 -1.73236 1.30949 0.02 -0.01 -0.02 0.265
H -5.41845 2.41083 -0.84536 0.00 0.01 0.01 0.415
H -0.11932 -3.41148 2.31090 0.02 -0.05 -0.05 0.451
```
Positions in Å, forces in eV/Å.

## Properties
HOMO level   -15.140 eV
Gap between HOMO and LUMO   7.832 eV
M   390.24 g/mol
ΔE to the lowest compared entry with this formula, charge and spin   26.92 kJ/mol
LUMO   -7.3 eV
2S+1   1
Total charge   +2
Total energy   -4055.2290 Eh
F_max   2.82 eV Å⁻¹


# 3
# C3H3IS

A cluster of 2 separate species, C3H3IS in total (ωB97M-V with the def2-TZVPD basis set, the Open Molecules 2025 dataset).

```
8
Properties=species:S:1:pos:R:3:forces:R:3:mulliken_charge:R:1
I -3.28737 0.34663 -0.03253 0.23 -0.17 -0.29 -0.098
S 0.44925 -2.14980 -0.45241 1.08 1.58 1.05 -0.062
C 1.17611 1.61504 0.62016 0.02 -1.82 -0.63 -0.305
C 0.63664 -0.52101 -0.73744 -0.22 0.15 -0.09 -0.217
C 1.09604 0.48563 0.11798 -0.61 1.25 -0.27 0.082
H 1.20436 2.64213 0.92531 0.10 -0.35 0.09 0.363
H -2.35547 -0.27894 -1.20907 -0.18 0.19 0.29 0.095
H 1.08044 -2.13967 0.76800 -0.42 -0.83 -0.15 0.143
```
Positions in Å, forces in eV/Å.

## Properties
HOMO level   -8.365 eV
Gap between HOMO and LUMO   7.377 eV
M   198.03 g/mol
ΔE to the lowest compared entry with this formula, charge and spin   230.90 kJ/mol
LUMO   -1.0 eV
2S+1   1
Total energy   -811.8131 Eh
F_max   2.18 eV Å⁻¹